1.
{"formula": "C5H7NO", "method": "ωB97M-V/def2-TZVPD", "species": ["C", "N", "C", "C", "O", "C", "C", "H", "H", "H", "H", "H", "H", "H"], "coordinates": [[0.6663, 1.7076, 0.8012], [-0.3674, 0.6283, 0.4313], [0.9443, -0.3037, -0.0363], [0.2948, -0.7103, -1.3405], [0.5582, -0.4937, -2.4920], [-0.7904, -1.5320, -0.6112], [-0.2707, -0.8373, 0.6527], [1.4728, 1.9043, 0.0716], [1.1560, 1.4343, 1.7374], [0.0644, 2.6038, 0.9034], [-1.0786, 0.8798, -0.2608], [-1.8420, -1.4985, -0.9033], [-0.4397, -2.5733, -0.6249], [-0.3679, -1.2093, 1.6714]], "forces_ev_per_a": [[-0.64, 0.51, 0.44], [1.03, 0.45, -0.62], [0.56, -1.04, -0.40], [0.16, -0.31, -0.62], [-0.27, -0.16, 0.45], [-0.31, 0.02, -0.01], [0.31, -0.15, 0.16], [-0.82, -0.34, 0.22], [-0.30, 0.07, -0.14], [-0.12, 0.37, 0.40], [0.58, 0.15, 0.18], [-0.05, 0.02, 0.04], [-0.17, 0.19, 0.08], [0.04, 0.21, -0.20]], "gap_ev": 8.57, "charge": 0, "smiles": "C[N@H+]1C2=C([O-])C[C@@H]21", "e_above_lowest_kj_mol": 548.5, "homo_energy_ev": -7.784, "spin_multiplicity": 1}



2.
{"formula": "H5N2PS", "method": "ωB97M-V/def2-TZVPD", "species": ["H", "P", "N", "N", "H", "H", "S", "H", "H"], "coordinates": [[1.3055, 0.0511, -1.0367], [0.0290, 0.4433, -1.4770], [-0.4034, 0.5280, 0.0692], [-1.7096, 0.4956, 0.5543], [-1.7960, 0.5044, 1.5292], [-2.4003, 0.3093, -0.0457], [2.3531, -1.0911, 0.9174], [1.6330, 0.0622, 0.8809], [3.0653, -0.4240, 0.1360]], "forces_ev_per_a": [[0.39, 0.46, -0.68], [-0.67, -0.17, 0.42], [-2.29, -0.67, 1.26], [5.67, 1.48, -0.11], [-0.17, -0.08, 1.04], [-3.32, -0.78, -2.40], [-1.64, -0.54, 1.76], [-0.39, -0.68, 0.67], [2.41, 0.97, -1.97]], "gap_ev": 8.64, "charge": 0, "smiles": "[H]/P=N/N.S", "e_above_lowest_kj_mol": 348.1, "homo_energy_ev": -8.606, "spin_multiplicity": 1}



3.
{"formula": "C6H11ClO", "method": "ωB97M-V/def2-TZVPD", "species": ["C", "C", "Cl", "C", "C", "C", "C", "O", "H", "H", "H", "H", "H", "H", "H", "H", "H", "H", "H"], "coordinates": [[2.4682, -0.0589, 0.2893], [1.2062, 0.6596, 0.7488], [1.4711, 1.6442, 2.1961], [-0.0202, 0.5565, 0.2600], [-1.2410, 1.0745, 0.9072], [-0.3306, -0.3186, -0.9908], [-1.0683, -1.5887, -0.6148], [-1.0730, 0.3177, -2.0259], [3.1488, -0.2169, 1.1233], [2.9805, 0.7049, -0.3251], [2.2617, -0.9877, -0.1924], [-1.8650, 1.5963, 0.2150], [-1.0233, 1.8065, 1.7163], [-1.9149, 0.3251, 1.3636], [0.6674, -0.5556, -1.4642], [-1.2338, -2.1072, -1.5455], [-1.9974, -1.2375, -0.2315], [-0.6130, -2.2785, 0.1187], [-1.8235, 0.6644, -1.5480]], "forces_ev_per_a": [[-0.06, 2.20, 0.42], [0.32, -0.61, 0.55], [0.13, -0.17, -0.24], [-0.63, -1.08, -0.97], [-0.45, 1.00, 1.67], [2.81, -0.45, 0.01], [0.63, -0.19, -0.03], [0.45, 0.22, 0.76], [-0.24, -0.16, 0.17], [0.07, -0.81, -0.28], [-0.02, -0.41, -0.56], [-0.48, 0.55, -0.67], [-0.09, -0.53, -0.60], [0.63, -0.07, -0.23], [-1.14, 0.14, 0.37], [-0.24, -0.40, -0.18], [-1.07, -0.20, 0.40], [0.08, 0.59, -0.30], [-0.72, 0.39, -0.29]], "gap_ev": 9.93, "charge": 0, "smiles": "C/C(Cl)=C(/C)[C@@H](C)O", "e_above_lowest_kj_mol": 85.6, "homo_energy_ev": -9.131, "spin_multiplicity": 1}



4.
{"formula": "C13H16N2O9Pd", "method": "ωB97M-V/def2-TZVPD", "species": ["Pd", "C", "C", "C", "O", "C", "C", "C", "O", "O", "O", "H", "H", "C", "O", "O", "O", "C", "O", "N", "C", "C", "H", "H", "H", "H", "H", "H", "H", "C", "O", "N", "C", "C", "H", "H", "H", "H", "H", "H", "H"], "coordinates": [[1.0920, -1.2021, 1.2079], [1.7152, 3.2589, 2.0547], [1.3526, 1.9990, 1.9215], [-0.0497, 1.4904, 2.3001], [-0.4257, 0.2408, 2.3380], [-1.0081, 2.3517, 2.5731], [-0.7288, 3.7694, 2.6887], [0.7618, 4.2833, 2.3357], [0.9710, 5.5196, 2.4911], [-1.5352, 4.6040, 3.1004], [2.2425, 1.1857, 1.4395], [2.7128, 3.5733, 1.7862], [-2.0233, 2.0510, 2.7860], [2.5039, -3.0561, 1.9095], [2.8158, -1.9428, 2.3896], [2.5119, -2.9661, 0.6922], [1.3196, -3.2644, 2.1361], [1.6313, -0.1840, -2.0237], [1.3986, -0.5565, -0.8692], [1.2915, 1.0327, -2.4422], [2.0324, 1.6605, -3.4691], [0.3814, 1.9913, -1.6898], [2.2958, -0.7036, -2.7313], [1.3806, 1.8876, -4.3128], [2.8702, 1.0289, -3.7645], [2.5379, 2.5908, -3.2103], [-0.3211, 1.5283, -0.9969], [0.9936, 2.7215, -1.1604], [-0.2681, 2.5124, -2.3931], [-1.9685, -1.6866, -0.5264], [-0.8384, -1.5063, 0.0000], [-2.5528, -2.8979, -0.4962], [-3.5926, -3.3315, -1.4726], [-1.9425, -4.0069, 0.2795], [-2.5378, -0.9040, -1.0515], [-4.2013, -4.1504, -1.0893], [-3.0842, -3.5677, -2.4074], [-4.3445, -2.5818, -1.7191], [-1.0798, -4.4682, -0.2012], [-1.6524, -3.4844, 1.1911], [-2.6577, -4.8196, 0.4057]], "forces_ev_per_a": [[0.85, -0.77, 2.42], [-0.57, 5.17, 0.42], [1.58, -5.17, -1.47], [0.25, -3.32, -0.49], [2.43, 0.00, -0.89], [-1.51, 4.36, 0.58], [0.44, 0.06, -0.05], [-0.39, 1.04, 1.48], [-0.06, -1.86, -0.73], [0.00, -0.16, -0.24], [-2.20, -0.10, 0.61], [0.17, -0.13, 0.00], [-0.02, -0.24, 0.11], [-3.88, 6.20, -2.31], [5.84, 3.78, 5.81], [5.85, -3.00, -10.63], [-8.65, -6.30, 6.78], [0.55, -0.03, 3.57], [0.33, 0.13, -3.62], [-1.84, 2.14, 0.49], [0.53, 0.12, -1.20], [0.60, -0.84, -0.28], [-0.19, -0.36, 0.08], [0.13, 0.03, -0.39], [-0.22, -0.27, -0.33], [-0.29, 0.20, 0.64], [0.62, -0.52, 0.14], [-0.04, -0.10, 0.17], [0.30, 0.05, -0.45], [3.32, -0.17, 1.43], [-3.91, -0.14, -1.71], [-1.76, -1.75, -0.73], [0.61, 0.97, 0.27], [0.07, 1.19, -0.25], [0.11, -0.02, 0.06], [0.52, -0.23, 0.07], [-0.22, -0.51, -0.12], [0.30, 0.57, 0.21], [0.29, 0.44, -0.04], [0.36, -0.83, 0.28], [-0.29, 0.38, 0.31]], "gap_ev": [4.68, 4.47], "charge": -2, "homo_energy_ev": [-0.634, -0.427], "spin_multiplicity": 3}



5.
{"formula": "C2HF3N2", "method": "ωB97M-V/def2-TZVPD", "species": ["C", "C", "N", "N", "F", "F", "F", "H"], "coordinates": [[-1.9854, 0.3463, 0.1897], [1.5070, -0.3439, -0.1347], [-1.8282, 1.1924, -0.7259], [-0.8444, 1.0634, 0.4011], [1.0029, -1.5709, -0.5196], [2.2720, 0.2904, -1.0201], [2.0785, -0.4481, 1.0575], [-2.2024, -0.5296, 0.7520]], "forces_ev_per_a": [[2.88, -0.14, 1.53], [-1.19, -0.42, 0.23], [-0.71, 0.55, -1.13], [-0.43, 0.07, -0.14], [1.32, 1.76, 0.07], [-0.40, -1.22, 0.55], [0.04, -0.05, -0.84], [-1.51, -0.56, -0.28]], "gap_ev": [9.10, 9.72], "charge": 0, "e_above_lowest_kj_mol": 550.1, "homo_energy_ev": [-9.220, -9.592], "spin_multiplicity": 1}



6.
{"formula": "C9H24IMnOP2", "method": "ωB97M-V/def2-TZVPD", "species": ["C", "I", "H", "H", "H", "Mn", "P", "C", "C", "H", "H", "H", "H", "H", "H", "C", "H", "H", "H", "P", "C", "C", "H", "H", "H", "C", "H", "H", "H", "H", "H", "H", "C", "O", "C", "H", "H", "H"], "coordinates": [[-3.7360, -0.0924, -3.7094], [-1.9206, -0.0867, -2.5588], [-4.5500, -0.3106, -3.0175], [-3.6551, -0.8610, -4.4805], [-3.8495, 0.8982, -4.1537], [0.6222, 0.0432, 0.2764], [0.3164, -2.1649, 0.2943], [1.1954, -2.9540, -1.1080], [1.0242, -3.0692, 1.7218], [0.9097, -4.1474, 1.5587], [-1.2430, -3.9996, 0.1113], [0.5084, -2.7814, 2.6470], [-1.9824, -2.6008, 0.9595], [2.2558, -2.6823, -1.0910], [2.0866, -2.8300, 1.8317], [-1.3462, -2.9055, 0.1187], [1.0994, -4.0438, -1.0311], [-1.8068, -2.5659, -0.8185], [0.7652, -2.6149, -2.0554], [0.1397, 2.1617, 0.7818], [0.9394, 3.3198, -0.3954], [-1.5792, 2.7944, 0.7759], [0.3045, 2.2566, 3.2164], [0.5824, 3.8558, 2.4610], [1.8649, 2.6129, 2.4476], [0.7858, 2.7816, 2.3816], [-2.1841, 2.2562, 1.5172], [-1.5678, 3.8661, 1.0210], [0.7518, 4.3527, -0.0787], [0.5340, 3.1682, -1.4010], [-2.0196, 2.6491, -0.2178], [2.0193, 3.1437, -0.4296], [1.2295, 0.2542, -1.4120], [2.0160, 0.3979, -2.2779], [2.1831, -0.0163, 1.3699], [2.8076, -0.8723, 1.0742], [1.7724, -0.1494, 2.3921], [2.7263, 0.9362, 1.2780]], "forces_ev_per_a": [[-0.55, 0.06, -0.16], [0.16, 0.06, -0.06], [0.23, 0.04, -0.11], [0.20, 0.14, 0.28], [0.17, -0.21, 0.19], [-2.57, -0.46, 3.23], [0.02, -4.19, 0.11], [0.16, 0.44, -0.09], [-0.05, 0.39, 0.21], [-0.01, 0.26, -0.01], [0.09, 0.32, 0.03], [0.10, -0.13, -0.19], [0.08, -0.15, -0.21], [-0.08, -0.12, -0.03], [-0.17, -0.13, -0.01], [-0.36, 0.53, 0.09], [-0.02, 0.26, 0.04], [0.11, -0.15, 0.29], [0.02, -0.11, 0.06], [-0.33, 4.13, 1.12], [0.16, -0.41, -0.23], [-0.28, -0.61, -0.08], [0.08, 0.16, -0.15], [0.00, -0.24, -0.07], [-0.17, 0.11, 0.01], [0.00, -0.45, 0.12], [0.09, 0.18, -0.19], [0.15, -0.33, -0.06], [0.00, -0.26, -0.01], [0.02, 0.10, 0.10], [0.04, 0.04, 0.22], [-0.10, 0.10, 0.01], [6.10, 1.48, -10.12], [-4.20, -0.78, 4.61], [0.64, -0.13, 1.32], [-0.15, 0.29, 0.07], [0.56, 0.06, -0.35], [-0.12, -0.31, 0.00]], "gap_ev": [6.31, 6.33], "charge": 2, "homo_energy_ev": [-15.770, -15.773], "spin_multiplicity": 5}



7.
{"formula": "CH3LiMgO", "method": "ωB97M-V/def2-TZVPD", "species": ["O", "C", "H", "H", "Li", "Mg", "H"], "coordinates": [[0.1958, 0.4472, 0.0181], [0.9048, 1.3889, 0.3578], [1.3677, 1.4038, 1.3607], [1.2823, 2.1145, -0.3826], [-0.1037, -1.3418, 0.5842], [-2.3008, -2.7343, -1.2149], [-1.3462, -1.2784, -0.7233]], "forces_ev_per_a": [[0.82, 1.11, 0.62], [0.60, -1.35, -0.47], [-0.39, 0.32, -0.05], [-0.56, 0.11, 0.19], [-0.25, 0.44, -0.34], [-0.20, 0.00, -0.20], [-0.03, -0.63, 0.25]], "gap_ev": [6.20, 10.16], "charge": 1, "e_above_lowest_kj_mol": 43.1, "homo_energy_ev": [-10.381, -14.653], "spin_multiplicity": 2}



8.
{"formula": "C21H22Cl5N9O5PRe", "method": "ωB97M-V/def2-TZVPD", "species": ["Re", "N", "C", "N", "N", "N", "N", "C", "N", "N", "N", "N", "H", "Cl", "C", "C", "C", "Cl", "C", "Cl", "C", "Cl", "C", "Cl", "C", "O", "P", "O", "C", "O", "C", "H", "H", "H", "H", "H", "H", "H", "H", "H", "O", "O", "C", "C", "C", "C", "C", "C", "C", "C", "C", "C", "H", "H", "H", "H", "H", "H", "H", "H", "H", "H", "H", "H"], "coordinates": [[-0.2365, -0.3589, 0.8005], [2.3908, -2.5756, 1.6309], [2.7196, -1.3539, 1.1362], [3.9373, -0.8686, 0.9506], [3.7494, 0.3447, 0.4512], [2.5035, 0.6058, 0.3248], [1.7918, -0.4451, 0.7468], [1.1505, -3.1231, 1.4551], [0.8788, -4.4072, 1.6146], [-0.4038, -4.5218, 1.2926], [-0.9004, -3.3970, 0.9589], [0.0409, -2.4504, 1.0489], [3.1330, -3.2102, 1.8747], [1.8655, 0.2240, 3.7045], [0.2693, -0.2982, 4.0809], [-0.6260, -0.5584, 3.0454], [-1.8693, -1.0566, 3.4484], [-3.0096, -1.5434, 2.2636], [-2.2374, -1.1980, 4.7853], [-3.8107, -1.7465, 5.2073], [-1.3213, -0.8956, 5.7835], [-1.7515, -1.0595, 7.4368], [-0.0490, -0.4670, 5.4272], [1.1125, -0.1536, 6.6545], [2.0944, 3.1200, 2.0485], [0.7159, 2.7787, 2.0578], [-0.0448, 2.0911, 0.8140], [0.6320, 2.9388, -0.3572], [0.4765, 2.5816, -1.7134], [-1.4236, 2.9204, 0.8808], [-2.4320, 2.6735, 1.8397], [2.1664, 4.1729, 2.3249], [2.5253, 2.9646, 1.0617], [2.6197, 2.5097, 2.7843], [1.0516, 1.6824, -1.9355], [0.8651, 3.4152, -2.2960], [-0.5732, 2.4242, -1.9645], [-3.2263, 3.3919, 1.6293], [-2.0427, 2.8164, 2.8488], [-2.8208, 1.6592, 1.7358], [-2.2103, 0.2183, 0.1741], [-1.9559, 0.0349, -1.2003], [-1.4272, -2.2580, -3.3334], [-0.4289, -1.3260, -2.6078], [0.8643, -2.1127, -2.3650], [-1.0185, -1.0040, -1.2263], [-0.2252, -0.1050, -3.4821], [-1.3317, 0.6594, -3.8492], [-1.1993, 1.7661, -4.6667], [0.0465, 2.1229, -5.1518], [1.1517, 1.3652, -4.8112], [1.0200, 0.2650, -3.9794], [-1.5187, -3.2042, -2.8041], [-1.0861, -2.4559, -4.3499], [-2.4134, -1.8047, -3.3769], [0.6400, -2.9816, -1.7516], [1.5932, -1.5034, -1.8341], [1.2966, -2.4585, -3.3014], [-1.5193, -1.9283, -0.8743], [-2.3072, 0.3972, -3.4737], [-2.0726, 2.3541, -4.9184], [0.1521, 2.9825, -5.7969], [2.1293, 1.6369, -5.1840], [1.9103, -0.2871, -3.7199]], "forces_ev_per_a": [[0.76, 0.29, 0.49], [0.55, 0.28, 0.15], [0.04, -0.10, -0.44], [-0.28, -1.32, 0.67], [-0.26, 0.95, -0.42], [0.68, 1.25, -0.37], [-0.39, -0.89, -0.09], [-1.51, -0.08, -0.44], [0.99, 0.37, 0.16], [-0.46, -0.73, -0.03], [-0.84, 0.25, -0.25], [1.46, -0.60, 0.31], [0.03, 0.06, -0.02], [0.40, 0.16, 0.11], [-0.20, -0.07, -0.27], [-1.14, 0.27, -1.09], [0.08, 0.00, 0.32], [-0.35, -0.01, 0.01], [0.13, -0.01, -0.09], [-0.13, -0.06, 0.11], [0.07, 0.05, -0.10], [-0.05, -0.03, 0.23], [-0.16, -0.07, -0.07], [0.13, 0.06, 0.13], [0.34, 0.22, 0.02], [-0.31, -0.62, -0.15], [-0.53, 0.60, 0.19], [0.06, 0.01, 0.45], [0.00, -0.10, -0.37], [0.41, -0.19, -0.29], [-0.24, -0.28, 0.16], [0.04, -0.02, 0.00], [0.05, 0.06, 0.13], [-0.02, 0.11, -0.11], [-0.05, 0.11, 0.07], [0.01, -0.06, -0.03], [0.06, -0.03, 0.03], [0.05, -0.08, 0.14], [-0.04, 0.09, 0.05], [-0.03, 0.07, 0.02], [2.01, -0.65, 0.36], [-1.20, 0.33, -1.65], [0.07, 0.08, 0.12], [0.23, -0.05, 0.21], [-0.20, 0.18, 0.04], [-0.59, 0.11, 2.00], [0.08, -0.01, -0.05], [-0.02, 0.02, -0.10], [-0.12, -0.04, 0.00], [0.08, 0.09, -0.13], [0.07, 0.09, -0.08], [-0.09, -0.09, -0.07], [0.03, -0.08, 0.09], [0.02, 0.00, -0.06], [-0.12, 0.03, -0.06], [0.00, -0.12, 0.12], [0.14, 0.02, 0.01], [0.05, -0.04, -0.12], [0.19, 0.19, 0.02], [-0.08, -0.01, 0.06], [-0.02, 0.01, -0.02], [0.03, 0.10, -0.06], [0.08, 0.02, -0.03], [0.02, -0.10, 0.07]], "gap_ev": [6.12, 6.51], "charge": -1, "e_above_lowest_kj_mol": 181.4, "homo_energy_ev": [-5.207, -5.103], "spin_multiplicity": 2}



These records have DFT total energy values of -8830.5179 -23182.4361 -20969.5509 -38619.7574 -13216.5099 -69750.5075 -8774.7828 -119811.6327 eV, in the order they appear.